w | ORCA calculation (ωB97M-V with the def2-TZVPD basis set) on C4H7NS3 as an isolated structure.

Geometry as XYZ:
```
15
Properties=species:S:1:pos:R:3
C -1.803 1.923 0.247
C 0.335 0.276 -0.335
C 1.717 -0.231 -0.202
C 1.951 -1.454 0.502
H -1.480 1.820 1.489
H -2.713 1.188 -0.213
H -2.315 3.066 0.218
H -1.915 -2.309 -1.281
H 2.925 -1.167 1.115
H 2.147 -2.187 -0.513
H 0.776 -1.969 1.099
N -0.411 -0.772 -0.438
S -0.026 2.046 -0.412
S -2.125 -0.904 -0.597
S 2.936 0.675 -0.679
```

Results
Charge: 0
HOMO level, eV: -8.58
Kohn-Sham gap, eV: 7.8
LUMO, eV: -0.79

***

x | ORCA calculation (ωB97M-V with the def2-TZVPD basis set) on one molecule with the formula C4H7NS3.

Geometry as XYZ:
```
15
Properties=species:S:1:pos:R:3
S 2.557 -1.053 0.827
C 1.618 -0.190 -0.187
S 2.252 0.341 -1.730
C 0.182 0.149 0.128
S 0.068 1.915 0.605
C -0.934 -0.141 -0.914
N -1.792 -0.710 0.146
C -0.634 -0.775 1.053
H 1.196 1.064 -2.106
H 0.874 1.856 1.697
H -1.339 0.675 -1.483
H -0.599 -0.916 -1.655
H -2.447 0.006 0.481
H -0.779 -0.432 2.063
H -0.223 -1.790 1.074
```

Results
Charge: 0
SMILES string: S=C(S)C1(S)CNC1
HOMO level, eV: -8.89
Kohn-Sham gap, eV: 8.4
LUMO, eV: -0.49

***

Most favorable first, least favorable last: x, w